Entry 1:
89
Properties=species:S:1:pos:R:3 method="wB97M-V/def2-TZVPD" de_lowest_kj_mol=19.1 homo_energy_ev=-6.96 lumo_energy_ha=0.00807 spin_multiplicity=1 e_tot_ev=-77113.2237 orbital_gap_ev=7.18
K 0.8720 1.2562 -1.0866
O -1.4078 -2.1104 -2.7801
C -1.8343 -1.0777 -3.6616
C -3.1834 -0.4719 -3.2801
C -3.0954 0.7360 -2.3256
C -2.6139 1.9639 -3.0512
C -3.4821 2.6695 -3.8839
C -3.0148 3.7569 -4.5957
C -1.6804 4.1177 -4.4712
C -0.8863 3.3699 -3.6225
N -1.3336 2.3259 -2.9183
H -1.2990 -1.7571 -1.8813
H -1.9150 -1.5503 -4.6408
H -1.0714 -0.2920 -3.7364
H -3.7796 -1.2623 -2.8180
H -3.7058 -0.1615 -4.1897
H -2.4305 0.5144 -1.4874
H -4.0921 0.9292 -1.9224
H -4.5164 2.3579 -3.9696
H -3.6778 4.3174 -5.2433
H -1.2685 4.9587 -5.0114
H 0.1641 3.6139 -3.4951
C 1.4920 -2.5121 -3.8840
N 2.4278 -2.8292 -2.7639
C 1.9070 -3.9500 -1.9384
C 2.7122 -1.6066 -1.9085
C 3.4246 -0.5399 -2.7082
C 4.7286 -0.8404 -3.1274
C 5.3868 0.0145 -3.9964
C 4.7320 1.1726 -4.4080
C 3.4616 1.4664 -3.9257
C 2.7264 0.6338 -3.0514
H 1.4522 -3.3659 -4.5568
H 1.8510 -1.6261 -4.3998
H 0.5124 -2.3178 -3.4498
H 3.3263 -3.0797 -3.1746
H 0.9922 -3.6118 -1.4545
H 2.6449 -4.2162 -1.1858
H 1.6952 -4.8050 -2.5762
H 3.2931 -1.9669 -1.0561
H 1.7331 -1.2911 -1.5705
H 5.2501 -1.7263 -2.7588
H 6.3950 -0.2029 -4.3263
H 5.2274 1.8485 -5.0978
H 3.0149 2.4036 -4.2567
C -2.8005 -2.7752 4.0466
C -1.3609 -2.3375 3.8102
C -0.6707 -3.3116 2.8562
C -0.5994 -2.2666 5.1289
O -1.4395 -1.0160 3.2638
Si -0.4516 -0.1824 2.2462
S -0.5928 -0.8119 0.2932
O 1.1258 -0.3200 2.7406
C 2.0549 0.5843 3.3350
C 2.4546 1.6493 2.3106
C 1.4906 1.2393 4.5935
C 3.2714 -0.2608 3.6965
O -0.8449 1.4156 2.4278
C -2.0887 2.0782 2.6902
C -2.5032 1.9019 4.1500
C -3.1738 1.5463 1.7573
C -1.8273 3.5532 2.4075
H -2.8323 -3.7732 4.4889
H -3.3368 -2.7926 3.0961
H -3.3044 -2.0750 4.7164
H -0.6529 -4.3081 3.3036
H 0.3556 -2.9940 2.6564
H -1.2038 -3.3525 1.9058
H -0.6246 -3.2301 5.6436
H -1.0417 -1.5071 5.7774
H 0.4424 -1.9982 4.9372
H 1.5731 2.2205 2.0083
H 2.8975 1.1639 1.4350
H 3.1909 2.3360 2.7329
H 0.6344 1.8664 4.3456
H 2.2558 1.8578 5.0676
H 1.1705 0.4775 5.3070
H 3.6548 -0.7625 2.8052
H 2.9978 -1.0223 4.4300
H 4.0606 0.3668 4.1171
H -2.6402 0.8469 4.3840
H -3.4390 2.4340 4.3350
H -1.7379 2.3121 4.8131
H -3.3539 0.4853 1.9494
H -2.8565 1.6524 0.7181
H -4.1063 2.0968 1.9047
H -1.0117 3.9145 3.0374
H -2.7202 4.1458 2.6175
H -1.5502 3.6969 1.3604



Entry 2:
15
Properties=species:S:1:pos:R:3 method="wB97M-V/def2-TZVPD" de_lowest_kj_mol=324.0 homo_energy_ev=-8.52 lumo_energy_ha=0.03217 spin_multiplicity=1 e_tot_ev=-10209.2543 smiles="[H]/N=C/N=C/N.NO" orbital_gap_ev=9.40
H 1.0529 2.6657 0.2710
N 0.5515 1.8216 0.0129
C -0.3118 1.4335 0.8865
N -1.0625 0.3183 0.7082
C -1.5158 -0.0194 -0.4367
N -2.1278 -1.2024 -0.6340
H -0.4372 1.8821 1.8739
H -1.4895 0.6445 -1.3068
H -2.3560 -1.4970 -1.5682
H -2.0430 -1.8951 0.0896
N 2.1431 -0.4571 0.2860
O 1.7432 -1.6868 -0.3337
H 3.0642 -0.2739 -0.1166
H 1.5478 0.4234 -0.0718
H 1.2409 -2.1573 0.3397



Entry 3:
52
Properties=species:S:1:pos:R:3 method="wB97M-V/def2-TZVPD" homo_energy_ev=-7.84 lumo_energy_ha=0.01668 spin_multiplicity=1 e_tot_ev=-136076.7116 smiles=CCCn1c([C@@H]2CCCN2c2nc(-c3cccc(Br)c3)cs2)nc2cc(Cl)c(Cl)cc21 orbital_gap_ev=8.30
C -1.6866 -2.5475 -0.9192
C -2.4421 -1.9870 -2.1168
C -3.4734 -0.9293 -1.7083
N -2.8406 0.2726 -1.2298
C -2.6685 0.7096 0.0558
C -3.2320 0.0232 1.2639
C -4.6472 0.5270 1.5738
C -4.3706 1.8558 2.2771
C -3.0986 1.5855 3.0840
N -2.5036 0.4270 2.4489
C -1.2083 0.1096 2.5952
N -0.6077 -0.8564 1.9874
C 0.7005 -0.9644 2.3762
C 1.5307 -2.0289 1.8263
C 0.9352 -3.1964 1.3508
C 1.7082 -4.2236 0.8448
C 3.0880 -4.1118 0.8047
C 3.6718 -2.9493 1.2784
Br 5.5724 -2.7785 1.2300
C 2.9185 -1.9088 1.7843
C 1.0971 -0.0576 3.3132
S -0.2010 0.9917 3.7506
N -2.0064 1.8304 0.1358
C -1.6951 2.1757 -1.1493
C -1.0072 3.2764 -1.6443
C -0.8626 3.3760 -3.0132
Cl -0.0187 4.7282 -3.6751
C -1.3904 2.4064 -3.8807
Cl -1.1888 2.5872 -5.5841
C -2.0745 1.3040 -3.4036
C -2.2174 1.1981 -2.0297
H -1.2057 -1.7539 -0.3508
H -0.9170 -3.2386 -1.2532
H -2.3643 -3.0858 -0.2589
H -2.9638 -2.7931 -2.6361
H -1.7340 -1.5381 -2.8153
H -4.1258 -1.3218 -0.9257
H -4.0924 -0.6629 -2.5715
H -3.1682 -1.0621 1.1523
H -5.1409 -0.1711 2.2505
H -5.2541 0.6460 0.6782
H -4.1742 2.6282 1.5347
H -5.1988 2.1726 2.9070
H -3.3184 1.3451 4.1305
H -2.4134 2.4382 3.0592
H -0.1380 -3.2830 1.3957
H 1.2386 -5.1256 0.4815
H 3.6999 -4.9102 0.4144
H 3.4006 -1.0083 2.1312
H 2.0465 0.0399 3.7972
H -0.6037 4.0252 -0.9840
H -2.4741 0.5743 -4.0891



Entry 4:
39
Properties=species:S:1:pos:R:3 method="wB97M-V/def2-TZVPD" de_lowest_kj_mol=506.0 homo_energy_ev=-9.44 lumo_energy_ha=-0.00043 spin_multiplicity=1 e_tot_ev=-22446.7601 smiles="CC(C)C[C@@H](N)C=O.O.O.O.O.O.O" orbital_gap_ev=9.43
C 0.7001 3.1379 -1.0542
C 0.7764 1.9633 -2.0285
C -0.1609 2.1325 -3.2876
C 0.2382 0.7689 -1.1318
C 1.1869 0.1707 -0.0662
N 0.7002 -1.1528 0.4710
C 2.4641 -0.0506 -1.0451
O 3.2108 -1.0067 -0.9997
H 1.2875 3.9292 -1.3384
H -0.1739 3.5692 -0.6856
H 1.1843 2.8372 -0.1295
H 1.7889 1.8960 -2.6126
H 0.1221 2.9986 -3.8815
H -1.1801 2.2161 -2.9034
H -0.1367 1.1781 -4.0448
H -0.3161 -0.0002 -1.6542
H -0.7046 1.1550 -0.7368
H 1.4648 0.9239 0.5976
H 0.9049 -1.1334 1.5163
H 1.0299 -2.0415 0.1280
H 2.7254 0.7401 -1.8556
O -2.8133 4.0332 -0.8950
H -2.4722 4.1708 -1.7908
H -2.4578 3.1288 -0.8041
O 2.1877 -4.1622 -0.3532
H 1.5214 -4.0090 0.3553
H 2.1225 -3.3924 -0.8590
O -2.9561 -0.2021 2.1929
H -3.6429 0.4224 1.9113
H -2.7652 -0.9129 1.6616
O 0.2931 -2.5289 3.1415
H 0.0780 -1.6559 3.5243
H -0.2881 -3.2077 3.3737
O -1.1899 -0.6069 4.0292
H -2.1124 -0.7465 4.0521
H -1.0381 -0.3019 3.0127
O -2.3624 -1.7129 -0.4544
H -2.5659 -1.0041 -1.0064
H -1.4651 -1.9342 -0.7371